(1)
{"formula": "C5H6N5O4P", "method": "wB97M-V/def2-TZVPD", "species": ["C", "N", "C", "C", "O", "N", "C", "N", "N", "C", "N", "P", "O", "O", "O", "H", "H", "H", "H", "H", "H"], "xyz": [[-1.5420, 1.4839, -2.3992], [-1.8519, 1.4581, -1.1659], [-1.1512, 0.7982, -0.1909], [-1.7292, 0.9071, 1.0931], [-2.7600, 1.4962, 1.4565], [-1.0299, 0.2124, 2.1229], [0.1622, -0.4025, 1.8848], [0.8339, -0.9273, 3.0105], [0.6952, -0.5036, 0.7414], [0.0622, 0.0229, -0.3870], [0.5891, -0.2326, -1.5247], [1.9813, -1.2479, -1.4837], [3.1993, -0.5437, -0.9544], [1.6835, -2.6580, -1.0917], [2.1998, -1.2700, -3.1687], [-2.1970, 2.0585, -3.0503], [-0.6962, 0.9755, -2.8549], [-1.4037, 0.2995, 3.0599], [1.6437, -1.4229, 2.6517], [0.2426, -1.5514, 3.5505], [2.4810, -0.3674, -3.3011]], "atomic_forces_ev_per_a": [[0.11, -0.04, -0.41], [-0.23, 0.23, -0.21], [0.21, -0.10, 0.23], [-0.17, -0.12, 0.44], [-0.05, 0.03, 0.09], [0.01, -0.08, 0.19], [-0.21, 0.05, 0.00], [-0.04, 0.00, 0.15], [0.17, -0.13, 0.68], [-0.38, 0.22, 0.26], [0.47, -0.27, -0.28], [0.39, -0.22, -0.88], [-0.18, 0.17, -0.05], [-0.16, 0.00, -0.10], [-0.11, -0.41, 0.66], [-0.18, 0.16, -0.13], [0.04, -0.06, 0.17], [0.11, 0.12, -0.33], [-0.09, -0.04, 0.03], [0.10, 0.06, -0.12], [0.21, 0.43, -0.37]], "e_tot_ha": -1110.38229, "e_above_lowest_kcal_mol": 0.0, "smiles": "C=Nc1c([O-])[nH]c(N)n/c1=N\\[P@@](=O)([O-])O", "largest_force_ev_per_a": 1.0, "homo_energy_ev": -0.27, "total_charge": -2}


(2)
{"formula": "CF4O2P", "method": "wB97M-V/def2-TZVPD", "species": ["C", "O", "O", "F", "F", "F", "F", "P"], "xyz": [[0.8555, 0.1274, -0.0132], [-1.1929, -1.0951, -1.2594], [-1.3006, -1.0847, 1.2774], [1.2416, 0.9805, 0.9354], [1.3280, 0.5367, -1.1466], [1.4542, -1.1257, 0.1669], [-1.4755, 2.1458, 0.0149], [-0.9102, -0.4848, 0.0245]], "atomic_forces_ev_per_a": [[-0.19, -0.95, 1.06], [-0.31, 0.46, -1.25], [-0.28, 0.47, 1.61], [-0.07, -0.68, -0.06], [0.03, 0.81, -1.30], [0.34, 0.67, 0.60], [0.46, -2.14, -0.02], [0.03, 1.36, -0.64]], "e_tot_ha": -929.50220, "e_above_lowest_kcal_mol": 71.1, "largest_force_ev_per_a": 2.2, "homo_energy_ev": -5.88, "total_charge": -1}


(3)
{"formula": "C6H6N4O2", "method": "wB97M-V/def2-TZVPD", "species": ["C", "C", "C", "C", "C", "C", "H", "H", "H", "H", "H", "H", "N", "N", "N", "N", "O", "O"], "xyz": [[-2.2488, -0.6626, -0.4292], [-0.4292, -0.9288, 1.1176], [0.6820, 0.0208, 0.6381], [1.1270, 0.8727, 1.6319], [2.5900, 1.7932, 0.0712], [1.8906, 1.0607, -0.9052], [-1.2318, -1.9263, -2.3892], [-2.9543, -0.9148, -2.2637], [-1.3466, -2.6070, 0.5797], [0.8500, 1.1204, 2.7653], [3.3899, 2.3623, -0.3750], [1.8946, 1.4347, -1.9969], [-2.4905, -1.4675, -1.7040], [-1.0985, -1.5614, 0.0937], [1.8910, 1.8312, 1.3638], [0.8591, 0.2766, -0.5280], [-2.8060, 0.6173, 0.0382], [-0.5685, -1.3214, 2.2916]], "atomic_forces_ev_per_a": [[-0.29, 2.00, -1.10], [1.20, -1.49, 2.89], [-3.82, -1.83, 7.14], [-0.74, 1.25, 4.63], [-4.21, -1.60, 0.10], [-0.03, 2.35, -0.25], [-4.70, 2.13, 2.86], [-3.20, 3.41, -4.37], [-0.16, 3.80, -2.04], [-0.61, -2.01, -2.53], [0.25, 0.81, 1.31], [0.50, -1.29, 1.67], [6.17, -1.80, 4.51], [-3.14, -0.79, 1.83], [6.47, 2.77, -3.62], [1.39, 0.10, -7.33], [4.03, -9.26, -3.16], [0.89, 1.45, -2.55]], "e_tot_ha": -601.45110, "e_above_lowest_kcal_mol": 202.1, "largest_force_ev_per_a": 10.6, "homo_energy_ev": -9.58, "total_charge": 0}


(4)
{"formula": "C15H18N2O2", "method": "wB97M-V/def2-TZVPD", "species": ["C", "C", "N", "O", "C", "C", "C", "C", "O", "N", "C", "C", "C", "C", "C", "C", "C", "C", "C", "H", "H", "H", "H", "H", "H", "H", "H", "H", "H", "H", "H", "H", "H", "H", "H", "H", "H"], "xyz": [[-1.6194, -2.2352, -0.7327], [-2.8206, -1.4756, -0.2964], [-3.9841, -2.0668, -0.2878], [-4.9081, -1.1648, 0.1252], [-4.3117, 0.0070, 0.3630], [-5.1307, 1.1486, 0.8240], [-2.9584, -0.1143, 0.1232], [-1.9795, 0.9840, 0.2608], [-2.3211, 2.1525, 0.3222], [-0.6854, 0.6016, 0.3340], [0.3899, 1.5575, 0.4526], [1.0685, 1.8505, -0.8885], [1.7234, 0.6115, -1.5134], [2.7131, -0.0328, -0.5836], [2.4726, -1.2847, -0.0333], [3.3756, -1.8602, 0.8439], [4.5357, -1.1877, 1.1844], [4.7906, 0.0582, 0.6358], [3.8869, 0.6290, -0.2412], [-1.0607, -1.6762, -1.4820], [-1.9470, -3.1779, -1.1635], [-0.9719, -2.4572, 0.1166], [-5.5117, 0.9553, 1.8261], [-4.5139, 2.0426, 0.8301], [-5.9820, 1.2855, 0.1602], [-0.4405, -0.3714, 0.2877], [-0.0498, 2.4800, 0.8399], [1.1237, 1.1763, 1.1683], [0.3248, 2.2507, -1.5798], [1.8242, 2.6190, -0.7214], [0.9515, -0.1097, -1.7898], [2.2326, 0.9172, -2.4308], [1.5760, -1.8260, -0.3042], [3.1729, -2.8362, 1.2607], [5.2408, -1.6341, 1.8695], [5.6982, 0.5853, 0.8912], [4.0953, 1.5984, -0.6708]], "atomic_forces_ev_per_a": [[-0.12, -0.11, -0.02], [-0.47, 0.29, 0.18], [0.71, -0.99, -0.43], [-0.28, 0.85, 0.30], [0.93, 0.11, -0.10], [-0.10, -0.09, 0.00], [-0.97, -0.08, 0.05], [-0.12, -0.24, 0.01], [-0.01, 0.27, -0.01], [0.32, -0.20, -0.02], [0.14, 0.43, -0.13], [-0.13, -0.21, 0.15], [0.02, 0.25, 0.03], [-0.03, -0.09, -0.14], [-0.01, 0.06, -0.03], [0.03, -0.09, 0.10], [0.04, -0.09, 0.07], [0.07, 0.06, 0.02], [-0.02, -0.02, 0.01], [0.08, -0.01, -0.02], [0.07, -0.05, -0.02], [0.10, -0.01, 0.01], [-0.04, 0.00, 0.06], [-0.05, -0.03, 0.00], [-0.07, 0.04, -0.03], [-0.14, -0.02, 0.05], [0.13, -0.15, 0.05], [-0.09, 0.07, -0.01], [0.01, 0.09, 0.00], [0.03, 0.07, -0.04], [0.01, -0.02, -0.06], [-0.07, -0.08, -0.04], [-0.11, -0.04, -0.06], [-0.01, -0.07, 0.03], [0.06, -0.04, 0.05], [0.07, 0.04, 0.02], [0.03, 0.12, -0.05]], "e_tot_ha": -842.37374, "e_above_lowest_kcal_mol": 49.7, "smiles": "Cc1noc(C)c1C(=O)NCCCc1ccccc1", "largest_force_ev_per_a": 1.3, "homo_energy_ev": -9.35, "total_charge": 0}